Formula: C5H8FN
Source: the Open Molecules 2025 dataset
Level of theory: ωB97M-V/def2-TZVPD

Calculated values
E_LUMO   1.02 eV
HOMO   -0.3224 Ha
SMILES string   F[C@H]1[C@H]2CCN[C@H]12
Kohn-Sham gap   9.8 eV

```
! RIJCOSX wB97M-V def2-TZVPD def2/J DEFGRID3
* xyz 0 1
F -0.278 -1.950 -2.330
C -0.765 -1.289 -1.217
C 0.000 -0.856 0.024
C 1.111 -0.219 0.735
C 0.350 1.183 0.947
N -0.691 1.303 -0.167
C -0.407 0.141 -0.949
H -1.698 -1.769 -1.013
H -0.797 -0.835 0.734
H 2.077 -0.117 0.124
H 1.389 -0.631 1.714
H 1.058 2.083 0.907
H -0.159 1.336 1.949
H -1.614 1.320 0.180
H 0.424 0.302 -1.638
*
```

So, what does the Mulliken scheme give us? The charges, in e, come out as: -0.29, -0.01, -0.07, -0.64, -0.44, -0.51, -0.12, 0.34, 0.12, 0.24, 0.26, 0.28, 0.29, 0.31, 0.23


Formula: C5H8FNO
Source: the Open Molecules 2025 dataset
Level of theory: ωB97M-V/def2-TZVPD

Calculated values
E_LUMO   0.54 eV
HOMO   -0.4053 Ha
SMILES string   C[C@@](C#N)(CO)CF
Kohn-Sham gap   11.6 eV

```
! RIJCOSX wB97M-V def2-TZVPD def2/J DEFGRID3
* xyz 0 1
C 1.508 0.315 -0.209
C -0.035 0.293 -0.232
C -0.436 1.071 -1.378
N -0.672 1.269 -2.470
C -0.634 -1.103 -0.368
O -0.204 -1.982 0.730
C -0.437 1.049 1.071
F -1.848 1.194 0.973
H 1.840 1.242 0.191
H 2.105 -0.042 -1.126
H 1.779 -0.436 0.524
H -1.709 -1.166 -0.352
H -0.281 -1.568 -1.267
H -0.942 -2.598 0.877
H -0.059 0.447 1.919
H 0.025 2.016 1.118
*
```

So, what does the Mulliken scheme give us? The charges, in e, come out as: -1.56, 1.69, -0.25, -0.49, -0.90, -0.52, -0.71, -0.31, 0.41, 0.33, 0.41, 0.44, 0.39, 0.31, 0.33, 0.42


Formula: C5H8FNO
Source: the Open Molecules 2025 dataset
Level of theory: ωB97M-V/def2-TZVPD

Calculated values
E_LUMO   -1.18 eV
HOMO   -0.3652 Ha
Kohn-Sham gap   8.8 eV

```
! RIJCOSX wB97M-V def2-TZVPD def2/J DEFGRID3
* xyz 0 1
C -0.706 0.340 1.528
C 0.211 -0.113 0.481
C 1.420 0.762 0.341
C 1.486 1.934 -0.355
C -0.726 -0.380 -0.597
H -0.084 0.587 2.500
H -1.375 -0.538 1.518
H -1.196 1.301 1.183
H 2.224 0.826 1.193
H 0.621 2.280 -1.072
H 2.581 2.468 -0.306
H -1.245 -1.381 -2.330
H 0.595 -1.860 -1.610
N -1.057 -1.568 -1.143
O -1.415 0.626 -0.946
F 0.720 -1.440 0.677
*
```

So, what does the Mulliken scheme give us? The charges, in e, come out as: -1.28, 1.70, -0.63, -0.56, 0.06, 0.34, 0.38, 0.30, 0.24, 0.25, 0.22, 0.37, 0.29, -0.72, -0.60, -0.34


Formula: C5H8FNO
Source: the Open Molecules 2025 dataset
Level of theory: ωB97M-V/def2-TZVPD

Calculated values
E_LUMO   1.04 eV
HOMO   -0.3577 Ha
SMILES string   F[C@@H]1CN[C@H]2CO[C@@H]12
Kohn-Sham gap   10.8 eV

```
! RIJCOSX wB97M-V def2-TZVPD def2/J DEFGRID3
* xyz 0 1
F 2.360 -0.910 0.397
C 1.216 -0.647 -0.439
C 1.254 0.905 -0.288
N -0.109 1.473 0.041
C -0.682 0.292 0.723
C -1.980 -0.304 0.063
O -1.155 -1.312 -0.497
C -0.002 -1.053 0.240
H 1.303 -1.080 -1.468
H 1.698 1.436 -1.159
H 1.945 0.867 0.545
H -0.405 1.609 -0.841
H -0.605 0.691 1.697
H -2.182 0.546 -0.663
H -2.815 -0.682 0.637
H 0.158 -1.831 1.012
*
```

So, what does the Mulliken scheme give us? The charges, in e, come out as: -0.35, 0.19, -0.85, -0.55, -0.22, -0.48, -0.44, 0.06, 0.33, 0.33, 0.37, 0.29, 0.46, 0.22, 0.30, 0.34


Formula: C5H8FO4Tl
Source: the Open Molecules 2025 dataset
Level of theory: ωB97M-V/def2-TZVPD

Calculated values
E_LUMO   0.40 eV
HOMO   -0.3151 Ha
Kohn-Sham gap   9.0 eV

```
! RIJCOSX wB97M-V def2-TZVPD def2/J DEFGRID3
* xyz 0 1
O 0.407 0.457 2.204
C -0.038 -0.770 2.259
C 0.002 -1.500 0.916
O -1.152 -1.497 -1.827
C -0.228 -0.848 -1.385
O 0.916 -0.618 -1.985
O -0.281 -0.473 -0.110
C 1.056 0.582 -2.766
H -0.723 -2.315 0.851
F -1.465 -0.808 2.657
H 0.429 -1.414 3.031
H 1.014 -1.911 0.798
H 1.447 0.232 -3.728
H 0.065 1.026 -2.922
C 2.011 1.549 -2.103
H 2.417 2.226 -2.867
H 1.503 2.155 -1.342
H 2.850 1.011 -1.642
Tl -0.198 1.577 0.913
*
```

So, what does the Mulliken scheme give us? The charges, in e, come out as: -0.59, 0.25, -0.50, -0.52, 0.54, -0.29, -0.24, -0.20, 0.33, -0.37, 0.32, 0.35, 0.30, 0.31, -0.91, 0.38, 0.11, 0.27, 0.45


Formula: C5H8GaLiO3
Source: the Open Molecules 2025 dataset
Level of theory: ωB97M-V/def2-TZVPD

Calculated values
E_LUMO (spin up / spin down)   -13.17 / -17.98 eV
⟨S²⟩   0.758
HOMO (spin up / spin down)   -0.8151 / -0.8124 Ha
Kohn-Sham gap (spin up / spin down)   9.0 / 4.1 eV

```
! RIJCOSX wB97M-V def2-TZVPD def2/J DEFGRID3
* xyz 3 2
C -6.350 1.134 -1.736
C -7.314 0.925 -0.912
H -6.321 1.184 -2.824
H -4.826 0.496 -2.064
H -7.591 1.240 0.092
Li -4.811 3.677 0.171
O -2.684 2.717 -2.706
Ga -1.992 0.521 -3.495
O -3.574 0.824 -2.347
C -3.533 2.060 -1.971
O -4.514 2.574 -1.377
C -1.961 3.874 -2.217
C -1.702 4.742 -3.422
H -2.608 4.383 -1.491
H -1.018 3.518 -1.781
H -2.633 5.220 -3.753
H -0.982 5.519 -3.138
H -1.283 4.142 -4.240
*
```

So, what does the Mulliken scheme give us? The charges, in e, come out as: -0.35, -0.09, 0.36, 0.54, 0.28, 0.94, -0.29, 1.20, -0.31, 0.94, -0.62, -0.04, -1.18, 0.21, 0.31, 0.36, 0.40, 0.33


Formula: C5H8HoLiO4
Source: the Open Molecules 2025 dataset
Level of theory: ωB97M-V/def2-TZVPD

Calculated values
E_LUMO (spin up / spin down)   -3.52 / -4.36 eV
⟨S²⟩   8.754
HOMO (spin up / spin down)   -0.3688 / -0.4485 Ha
Kohn-Sham gap (spin up / spin down)   6.5 / 7.8 eV

```
! RIJCOSX wB97M-V def2-TZVPD def2/J DEFGRID3
* xyz 1 6
C -0.898 1.567 2.677
C -0.651 1.609 1.211
O -1.382 1.037 0.388
Li -1.374 1.345 -1.486
H 0.045 1.792 3.199
H -1.683 2.266 2.984
H -1.175 0.537 2.953
H -0.153 -0.823 0.456
H -0.132 2.524 0.854
O 0.475 -2.689 -0.575
C -0.449 -0.283 -2.507
C 0.765 -1.490 -0.012
O -1.052 -1.135 -3.173
O 0.865 -0.741 -2.286
C 1.422 -0.513 -0.992
Ho 0.241 -3.246 -2.832
H 1.406 -1.575 0.888
H 2.497 -0.706 -1.080
H 1.232 0.524 -0.666
*
```

So, what does the Mulliken scheme give us? The charges, in e, come out as: -1.10, 0.40, -0.57, 0.99, 0.36, 0.33, 0.32, 0.01, 0.31, -0.73, 0.13, -0.10, -0.57, -0.36, -0.25, 1.06, 0.33, 0.32, 0.15


Formula: C5H8IN
Source: the Open Molecules 2025 dataset
Level of theory: ωB97M-V/def2-TZVPD

Calculated values
E_LUMO (spin up / spin down)   -0.89 / -0.90 eV
HOMO (spin up / spin down)   -0.2896 / -0.2888 Ha
Kohn-Sham gap (spin up / spin down)   7.0 / 7.0 eV

```
! RIJCOSX wB97M-V def2-TZVPD def2/J DEFGRID3
* xyz 0 1
C -0.293 1.069 -0.133
C 0.017 -0.274 -0.103
C -1.416 1.427 0.771
C -1.727 1.302 -0.645
C 1.404 -2.320 0.086
N 1.020 -0.958 -0.039
I 3.426 0.119 -0.234
H 0.569 1.617 -0.361
H -1.795 0.705 1.529
H -1.605 2.478 1.019
H -1.829 2.283 -1.046
H -2.080 0.392 -1.131
H 1.886 -2.619 -0.793
H 1.979 -2.487 0.893
H 0.445 -2.734 0.187
*
```

So, what does the Mulliken scheme give us? The charges, in e, come out as: -0.21, 0.09, -0.49, -0.49, -0.94, -0.08, -0.40, 0.34, 0.24, 0.25, 0.26, 0.28, 0.34, 0.33, 0.47


Formula: C5H8IN3
Source: the Open Molecules 2025 dataset
Level of theory: ωB97M-V/def2-TZVPD

Calculated values
E_LUMO (spin up / spin down)   -1.45 / -1.45 eV
HOMO (spin up / spin down)   -0.3197 / -0.3197 Ha
Kohn-Sham gap (spin up / spin down)   7.3 / 7.2 eV

```
! RIJCOSX wB97M-V def2-TZVPD def2/J DEFGRID3
* xyz 0 1
C -1.210 -0.400 0.053
C -0.160 -1.312 0.088
C -0.615 0.851 0.175
C -0.318 -2.793 0.001
C -1.079 2.288 0.092
N 0.943 -0.625 0.009
N 0.707 0.657 0.119
N 2.699 1.572 -0.036
I 3.517 -0.168 0.033
H -2.232 -0.460 0.039
H 0.310 -3.284 -0.708
H 0.130 -3.199 0.870
H -1.330 -2.978 -0.044
H -1.841 2.385 -0.649
H -1.551 2.546 1.083
H -0.296 3.040 -0.216
H 2.326 1.881 -0.909
*
```

So, what does the Mulliken scheme give us? The charges, in e, come out as: -0.47, 0.18, 0.13, -1.31, -0.95, -0.38, 0.29, -0.40, 0.44, 0.41, 0.34, 0.32, 0.33, 0.31, 0.22, 0.24, 0.31


Formula: C5H8INO2
Source: the Open Molecules 2025 dataset
Level of theory: ωB97M-V/def2-TZVPD

Calculated values
E_LUMO   0.08 eV
HOMO   -0.3179 Ha
SMILES string   C[C@H](I)[C@@]1(C)OC=[N+]1[O-]
Kohn-Sham gap   8.7 eV

```
! RIJCOSX wB97M-V def2-TZVPD def2/J DEFGRID3
* xyz 0 1
C 0.507 -1.462 -1.185
C 0.500 0.053 -1.015
I 2.305 1.158 -1.676
C 0.030 0.468 0.303
C 0.965 0.544 1.469
O -0.780 1.756 0.215
C -2.020 1.043 0.517
N -1.455 -0.131 0.514
O -1.830 -1.322 0.580
H 0.043 -1.726 -2.182
H 0.030 -1.926 -0.307
H 1.478 -1.880 -1.200
H -0.359 0.317 -1.692
H 0.419 0.321 2.288
H 1.312 1.497 1.584
H 1.841 -0.082 1.355
H -2.986 1.373 0.430
*
```

So, what does the Mulliken scheme give us? The charges, in e, come out as: -1.05, -0.42, 0.04, 1.01, -1.74, -0.48, -0.29, 0.40, -0.70, 0.28, 0.37, 0.36, 0.42, 0.50, 0.50, 0.35, 0.45


The M results, record by record, are as follows: 101.1; 117.1; 117.1; 117.1; 355.5; 192.8; 304.0; 209.0; 237.0; 241.0 g/mol.